(1)
Below is an isolated ion of composition C4H4ClN2O3S and charge -1, with properties calculated with ωB97M-V/def2-TZVPD.

Element x y z (Å)
O -3.02 -1.94 -0.23
S -2.43 -0.61 0.09
O -3.03 0.06 1.24
O -2.45 0.30 -1.10
N -0.73 -0.79 0.40
C -0.05 -0.78 -0.60
C 1.43 -0.87 -0.65
C 2.26 -0.10 0.18
N 1.84 0.91 1.04
C 0.92 1.76 0.91
Cl -0.20 2.02 -0.38
H -0.45 -0.60 -1.51
H 1.76 -1.81 -1.11
H 3.29 0.05 0.02
H 0.87 2.39 1.69

Calculated values
- Spin multiplicity: 1
- Total charge: -1
- Highest occupied orbital energy: -4.96 eV
- LUMO energy: 3.21 eV
- Calculated total energy: -36692.3285 eV
- Kohn-Sham gap: 8.17 eV
- SMILES: O=S(=O)([O-])/N=C/C=C\N=C/Cl

***

(2)
Below is one molecule with the formula C4H4ClN3, with properties calculated with ωB97M-V/def2-TZVPD.

Element x y z (Å)
H 0.65 -0.08 -3.96
N 0.43 0.32 -3.05
C 0.40 -0.40 -2.05
Cl 0.72 -2.19 -2.11
C 0.11 0.05 -0.72
N -0.17 1.29 -0.38
C -0.38 1.27 0.95
C -0.23 0.00 1.44
N 0.08 -0.77 0.37
H -0.62 2.17 1.48
H -0.32 -0.40 2.43
H 0.25 -1.77 0.36

Calculated values
- Spin multiplicity: 1
- Total charge: 0
- Highest occupied orbital energy: -9.08 eV
- LUMO energy: 0.45 eV
- Calculated total energy: -21205.4365 eV
- Kohn-Sham gap: 9.54 eV
- SMILES: [H]/N=C(\Cl)c1ncc[nH]1

***

(3)
Below is one molecule with the formula C4H4ClNOS, with properties calculated with ωB97M-V/def2-TZVPD.

Element x y z (Å)
C 2.42 0.02 0.04
S 1.37 -1.37 -0.04
C -0.20 -0.56 -0.02
N -0.32 0.73 -0.07
C -1.66 0.89 -0.07
C -2.30 -0.28 0.03
Cl -3.85 -0.86 0.01
O -1.31 -1.21 -0.09
H 2.30 0.69 -0.81
H 3.44 -0.46 0.09
H 2.24 0.53 1.03
H -2.12 1.89 -0.10

Calculated values
- Spin multiplicity: 1
- Total charge: 0
- Highest occupied orbital energy: -8.41 eV
- LUMO energy: 0.78 eV
- Calculated total energy: -31107.0941 eV
- Kohn-Sham gap: 9.19 eV
- SMILES: CSc1ncc(Cl)o1

***

(4)
Below is C4H4CuMgO5 as an isolated structure, with properties calculated with ωB97M-V/def2-TZVPD.

Element x y z (Å)
O -0.11 0.58 2.68
C 0.46 -0.55 2.90
C -1.31 0.02 0.80
O 1.61 -0.70 3.29
O -0.08 -1.56 2.18
C -1.36 -1.30 1.59
H -2.10 -0.06 0.04
H -1.61 1.01 1.15
H -1.56 -2.15 0.94
H -2.12 -1.23 2.37
O 0.10 -0.65 -1.36
C 0.09 0.12 -0.35
O 0.87 1.14 -0.39
Cu 1.39 1.86 1.52
Mg 1.66 0.50 -2.31

Calculated values
- Spin multiplicity: 2
- Total charge: 0
- Highest occupied orbital energy (alpha / beta): -7.55 / -8.58 eV
- LUMO energy (alpha / beta): -0.99 / -1.55 eV
- Calculated total energy: -64532.9866 eV
- Kohn-Sham gap (alpha / beta): 6.56 / 7.02 eV
- ⟨S²⟩: 0.751

***

(5)
Below is C4H4CuO2 as an isolated structure, with properties calculated with ωB97M-V/def2-TZVPD.

Element x y z (Å)
H 1.69 1.05 2.72
O 2.63 0.97 2.27
C 2.42 1.50 1.06
C 1.31 2.23 0.91
C 0.49 3.21 0.56
C -0.94 3.00 0.70
O -1.77 3.86 0.41
Cu -3.52 4.03 0.24
H 2.76 0.87 0.23
H 0.83 4.21 0.27
H -1.27 2.00 1.03

Calculated values
- Spin multiplicity: 3
- Total charge: +1
- Highest occupied orbital energy (alpha / beta): -10.91 / -14.21 eV
- LUMO energy (alpha / beta): -4.89 / -6.80 eV
- Calculated total energy: -52934.3414 eV
- Kohn-Sham gap (alpha / beta): 6.02 / 7.42 eV
- ⟨S²⟩: 2.022

***

(6)
Below is C4H4EuO as an isolated structure, with properties calculated with ωB97M-V/def2-TZVPD.

Element x y z (Å)
C -2.43 1.10 -1.05
C -2.24 0.35 -0.11
H -1.79 -0.23 0.67
H -2.77 1.72 -1.87
C -5.36 -0.85 1.22
C -5.42 -1.68 2.26
O -6.52 -2.14 2.85
Eu -8.74 -2.26 2.75
H -6.07 -0.36 0.56
H -4.48 -2.00 2.74

Calculated values
- Spin multiplicity: 9
- Total charge: +1
- Highest occupied orbital energy (alpha / beta): -11.75 / -11.42 eV
- LUMO energy (alpha / beta): -5.88 / -5.76 eV
- Calculated total energy: -25576.1969 eV
- Kohn-Sham gap (alpha / beta): 5.87 / 5.65 eV
- ⟨S²⟩: 20.023